[1]
{
  "formula": "CH3IN2O",
  "method": "wB97M-V/def2-TZVPD",
  "de_lowest_kcal_mol": 72.5,
  "orbital_gap_ev": [7.84, 7.84],
  "species": ["C", "N", "N", "O", "I", "H", "H", "H"],
  "xyz": [[0.7749, -0.1707, -0.8478], [-0.3952, 0.4991, -0.9331], [-1.3653, 0.1208, 2.4371], [0.8477, -1.0854, -0.0745], [0.3027, -0.3970, 3.1056], [1.5621, 0.0892, -1.5170], [-0.5036, 0.8697, -1.8043], [-1.2232, 0.0742, -0.3661]],
  "lowdin_charge": [-0.4392, 0.1101, -0.6962, -0.0756, 0.7948, 0.1177, 0.0416, 0.1469]
}

[2]
{
  "formula": "C8H13N4P",
  "method": "wB97M-V/def2-TZVPD",
  "de_lowest_kcal_mol": 0.0,
  "orbital_gap_ev": [8.11, 5.26],
  "multiplicity": 3,
  "s_squared": 2.014,
  "species": ["C", "C", "C", "C", "C", "C", "C", "C", "N", "N", "N", "N", "P", "H", "H", "H", "H", "H", "H", "H", "H", "H", "H", "H", "H", "H"],
  "xyz": [[-1.5949, -0.8505, 0.7169], [-0.9728, 0.3756, 0.5004], [0.3071, 0.2436, -0.0518], [-0.0068, -2.0076, -0.3639], [2.2084, -0.2225, 2.7053], [2.3241, 0.9396, 2.4194], [-2.6663, 1.8993, -0.3288], [-1.6442, 1.6479, 0.7721], [-1.1915, -2.0167, 0.2864], [0.7821, -0.9159, -0.4491], [0.3448, -3.1287, -1.0629], [1.1505, 1.3227, -0.0572], [2.6175, 1.0209, -0.5949], [-2.4375, -0.9090, 1.3559], [1.9842, -1.0665, 3.2445], [2.4136, -2.0424, -4.0764], [2.3815, 1.9082, 1.9079], [-3.2418, 2.6917, 0.0187], [-3.3102, 1.0687, -0.5632], [-2.2152, 2.0236, -1.4522], [-2.0616, 1.6153, 1.7695], [-0.9158, 2.4434, 0.6290], [-0.2968, -3.8195, -1.1452], [1.1305, -3.1093, -1.8253], [3.0350, 2.3347, -0.3396], [1.8760, -1.4469, -4.0157]],
  "mulliken_spin": [0.0154, 0.0747, -0.0990, -0.0042, 0.0142, 0.0132, 0.0064, 0.0129, 0.0596, 0.0566, -0.0026, 0.6419, 1.0962, -0.0003, -0.0005, 0.0009, 0.0001, -0.0005, -0.0001, 0.0003, 0.0012, -0.0067, -0.0001, 0.0004, 0.1193, 0.0004]
}

[3]
{
  "formula": "C31H29I2N6O2Ti",
  "method": "wB97M-V/def2-TZVPD",
  "de_lowest_kcal_mol": 7.0,
  "orbital_gap_ev": 5.85,
  "charge": 3,
  "species": ["Ti", "C", "C", "C", "C", "N", "C", "C", "C", "C", "C", "C", "N", "C", "C", "C", "C", "C", "N", "H", "H", "H", "H", "H", "H", "H", "H", "H", "H", "H", "I", "C", "C", "C", "I", "C", "O", "C", "C", "N", "C", "C", "C", "C", "C", "C", "N", "C", "H", "H", "H", "H", "H", "H", "H", "H", "H", "H", "H", "C", "N", "C", "C", "O", "H", "H", "H", "H", "H", "H", "H"],
  "xyz": [[-0.0742, -0.0358, -0.0538], [-1.2527, -2.3312, 3.6041], [-1.1727, -1.3937, 4.6164], [-0.8333, -0.0905, 4.2866], [-0.5475, 0.2223, 2.9704], [-0.5111, -0.7144, 1.9986], [-0.9137, -1.9540, 2.3179], [-0.4004, 1.6093, 2.4905], [-0.6151, 2.7263, 3.2842], [-0.5968, 3.9791, 2.6981], [-0.3509, 4.0882, 1.3389], [-0.1153, 2.9369, 0.6097], [-0.1407, 1.7205, 1.1801], [0.2763, 2.9255, -0.8123], [0.4385, 4.0694, -1.5770], [1.0010, 3.9627, -2.8382], [1.4296, 2.7191, -3.2774], [1.1948, 1.6217, -2.4735], [0.5793, 1.7021, -1.2856], [-1.5717, -3.3467, 3.7912], [-1.4094, -1.6584, 5.6382], [-0.8231, 0.6710, 5.0518], [-0.9774, -2.6683, 1.5136], [-0.8236, 2.6195, 4.3376], [-0.7779, 4.8641, 3.2933], [-0.3312, 5.0566, 0.8623], [0.1513, 5.0364, -1.1922], [1.1356, 4.8418, -3.4542], [1.9331, 2.5939, -4.2253], [1.5327, 0.6427, -2.7846], [-7.1799, -0.3703, -3.1799], [-5.3910, -0.1820, -2.1727], [-5.3879, -0.0872, -0.7835], [-4.1887, 0.0414, -0.0856], [-4.2032, 0.2067, 1.9757], [-3.0233, 0.0601, -0.8232], [-1.7845, 0.1534, -0.2349], [-2.9893, -0.0281, -2.2084], [-1.6702, 0.0392, -2.9257], [-0.5973, -0.7775, -2.2698], [-1.0063, -2.1914, -2.1926], [-0.0361, -2.9243, -1.3274], [0.3101, -4.2475, -1.5487], [1.2226, -4.8556, -0.7074], [1.7759, -4.1128, 0.3300], [1.3832, -2.8029, 0.4868], [0.4790, -2.2059, -0.3167], [-4.1919, -0.1574, -2.8863], [-6.3225, -0.1146, -0.2402], [-1.8107, -0.3155, -3.9498], [-1.3070, 1.0655, -2.9854], [0.2074, -0.7316, -2.8876], [-2.0064, -2.2342, -1.7540], [-1.0698, -2.6441, -3.1847], [-0.1289, -4.7834, -2.3793], [1.5109, -5.8869, -0.8625], [2.4998, -4.5424, 1.0077], [1.7835, -2.1998, 1.2876], [-4.2002, -0.2346, -3.9660], [4.5369, -0.7714, -0.3449], [4.1428, 0.0956, 0.7653], [5.2333, 0.6229, 1.6020], [2.9024, 0.3883, 1.0284], [1.9115, -0.0296, 0.3606], [5.1661, -0.2063, -1.0308], [3.6514, -1.1364, -0.8551], [5.1092, -1.6078, 0.0539], [5.7442, -0.2054, 2.0888], [4.8244, 1.2974, 2.3489], [5.9331, 1.1628, 0.9674], [2.7342, 1.0377, 1.8908]],
  "lowdin_charge": [1.1668, 0.0015, 0.0127, 0.0271, -0.2183, 0.0303, -0.1002, -0.1798, 0.0494, 0.0324, 0.0523, -0.1566, 0.0682, -0.1683, 0.0468, 0.0203, 0.0066, -0.1042, 0.0277, 0.1343, 0.1389, 0.1271, 0.1195, 0.1284, 0.1414, 0.1292, 0.1289, 0.1395, 0.1335, 0.1198, 1.0263, -0.7274, -0.1865, -0.6323, 1.0788, -0.3256, -0.2169, -0.1643, -0.0888, -0.0864, -0.0963, -0.2262, 0.0323, 0.0145, -0.0017, -0.1252, 0.0093, -0.0755, 0.0955, 0.1455, 0.1245, 0.1151, 0.1477, 0.1539, 0.1387, 0.1372, 0.1298, 0.1154, 0.1152, 0.0208, -0.1325, 0.0191, -0.2141, -0.1718, 0.1134, 0.0835, 0.1139, 0.1120, 0.0999, 0.1116, 0.1627]
}

[4]
{
  "formula": "C32H31N5O2PmS4",
  "method": "wB97M-V/def2-TZVPD",
  "de_lowest_kcal_mol": 3.1,
  "orbital_gap_ev": [6.07, 6.11],
  "multiplicity": 5,
  "charge": 1,
  "s_squared": 6.102,
  "species": ["Pm", "S", "C", "N", "N", "C", "C", "C", "C", "C", "C", "N", "N", "C", "C", "C", "C", "C", "C", "H", "H", "H", "H", "H", "H", "H", "H", "H", "H", "H", "O", "C", "C", "C", "C", "C", "S", "C", "C", "C", "C", "S", "C", "C", "C", "C", "S", "H", "H", "H", "H", "H", "H", "H", "H", "H", "O", "C", "C", "C", "C", "C", "C", "N", "H", "H", "H", "H", "H", "H", "H", "H", "H", "H", "H"],
  "xyz": [[-0.0692, -1.7054, -0.5863], [2.4754, -2.2255, -0.0418], [2.2214, -1.2611, 1.4361], [3.2027, -0.5585, 1.9546], [4.3876, -0.6365, 1.4488], [5.4165, 0.1691, 1.8822], [6.6785, 0.0537, 1.2974], [7.6815, 0.9236, 1.6777], [7.4428, 1.8939, 2.6400], [6.1957, 1.9866, 3.2432], [5.1822, 1.1287, 2.8706], [1.0906, -1.1560, 2.1340], [0.0093, -1.7736, 1.7640], [-1.0728, -1.5998, 2.6229], [-0.9660, -0.8979, 3.8323], [-2.0792, -0.7368, 4.6297], [-3.3059, -1.2554, 4.2322], [-3.4090, -1.9779, 3.0491], [-2.2983, -2.1699, 2.2497], [4.5459, -1.2906, 0.6685], [6.8585, -0.7099, 0.5549], [8.6547, 0.8516, 1.2166], [8.2338, 2.5712, 2.9251], [6.0207, 2.7365, 3.9988], [4.2031, 1.1742, 3.3174], [-0.0072, -0.4920, 4.1158], [-1.9979, -0.1937, 5.5591], [-4.1790, -1.1013, 4.8490], [-4.3636, -2.3900, 2.7563], [-2.3623, -2.7494, 1.3275], [-2.0426, -1.6365, -0.8271], [-2.5162, -1.6316, -2.1247], [-4.0218, -1.7321, -2.0782], [-4.7963, -1.3423, -1.0290], [-6.1637, -1.6288, -1.2289], [-6.4009, -2.2303, -2.4214], [-4.9594, -2.4592, -3.3316], [-2.0873, -0.3292, -2.7804], [-2.7796, 0.8270, -2.9340], [-1.9876, 1.8810, -3.4555], [-0.6993, 1.5205, -3.6662], [-0.4249, -0.1467, -3.2909], [-1.9165, -2.7774, -2.9199], [-1.8607, -2.9956, -4.2611], [-1.1943, -4.2011, -4.5905], [-0.7465, -4.8770, -3.5050], [-1.1793, -4.0854, -2.0270], [-4.3852, -0.8832, -0.1479], [-6.9302, -1.3941, -0.5141], [-7.3312, -2.5775, -2.8243], [-3.8205, 0.9143, -2.6778], [-2.3649, 2.8674, -3.6553], [0.1036, 2.1078, -4.0637], [-2.2804, -2.3308, -4.9961], [-1.0473, -4.5345, -5.6013], [-0.2382, -5.8203, -3.4564], [0.3080, 0.4725, -0.2726], [0.7129, 1.3526, 0.5050], [-0.1508, 1.9249, 1.5799], [-0.4850, 3.3437, 1.0352], [-0.4264, 3.4950, -0.5010], [0.9574, 3.7572, -1.1315], [1.9273, 2.5662, -1.0907], [1.8647, 2.0174, 0.2562], [0.3648, 1.9834, 2.5365], [-1.0520, 1.3164, 1.6864], [0.1817, 4.0797, 1.4855], [-1.4995, 3.5843, 1.3510], [-1.0398, 4.3605, -0.7560], [-0.9005, 2.6288, -0.9674], [1.4253, 4.6025, -0.6217], [0.8053, 4.0507, -2.1709], [2.9459, 2.8753, -1.3200], [1.6254, 1.7745, -1.7793], [2.1166, 2.7036, 0.9577]],
  "mulliken_spin": [4.0115, -0.0187, -0.0203, 0.0721, 0.1108, -0.0251, 0.0338, -0.0195, 0.0317, -0.0144, 0.0307, 0.0202, -0.1582, 0.0198, -0.0335, 0.0182, -0.0398, 0.0243, -0.0345, -0.0078, 0.0007, -0.0007, 0.0016, -0.0005, 0.0045, -0.0042, 0.0004, -0.0022, 0.0008, -0.0043, 0.0093, -0.0067, -0.0017, -0.0002, 0.0001, -0.0002, 0.0000, -0.0013, 0.0007, -0.0008, 0.0003, -0.0004, -0.0008, 0.0021, -0.0005, 0.0010, -0.0006, -0.0001, 0.0000, 0.0000, 0.0000, 0.0001, 0.0000, 0.0001, 0.0000, -0.0001, 0.0020, -0.0023, 0.0008, -0.0003, 0.0002, 0.0001, 0.0006, 0.0008, 0.0006, -0.0004, 0.0000, 0.0000, -0.0001, 0.0000, 0.0001, 0.0000, 0.0000, 0.0000, 0.0003]
}